Entry 1:
{
  "formula": "C11H17N2",
  "method": "ωB97M-V with the def2-TZVPD basis set",
  "e_homo_ev": -11.35,
  "total_charge": 1,
  "multiplicity": 1,
  "e_tot_ha": -538.61942,
  "elements": ["C", "C", "C", "C", "C", "C", "C", "C", "C", "N", "H", "H", "H", "H", "H", "H", "H", "H", "H", "C", "C", "N", "H", "H", "H", "H", "H", "H", "H", "H"],
  "positions_angstrom": [[-2.92628, 0.53531, -2.38372], [-0.44562, 0.13468, -2.92704], [-1.44481, 0.57009, -2.13462], [0.57424, 0.87394, -1.07176], [-0.80864, 1.10974, -0.95792], [1.45622, 1.50327, -0.20681], [-1.29811, 1.80469, 0.14867], [0.99152, 2.20599, 0.88325], [-0.40264, 2.33908, 1.06531], [0.79436, 0.28024, -2.28562], [-0.32229, -0.10257, -3.96963], [1.64449, 0.49943, -2.78543], [-3.39857, 0.31622, -1.42597], [-3.22430, -0.22850, -3.08388], [2.50159, 1.46788, -0.48871], [-2.32086, 2.10863, 0.29501], [1.56028, 2.73665, 1.63570], [-0.84291, 2.96369, 1.82924], [-3.26609, 1.53786, -2.60006], [1.30805, -2.19809, 1.30232], [1.03557, -3.21045, 2.41828], [0.79250, -0.82387, 1.63509], [2.37149, -2.12444, 1.11634], [0.81486, -2.55138, 0.40934], [0.15797, -2.87296, 2.97668], [1.79511, -3.25240, 3.19755], [1.52121, -0.12762, 1.49732], [-0.12590, -0.53595, 1.30644], [0.70605, -0.79836, 2.66479], [0.80150, -4.16077, 1.93982]]
}


Entry 2:
{
  "formula": "C11H17N3O",
  "method": "ωB97M-V with the def2-TZVPD basis set",
  "smiles": "[H]/N=C1/C=CCN(C(=O)C[C@H](C)CC)/C1=N\\[H]",
  "e_homo_ev": -9.44,
  "multiplicity": 1,
  "e_tot_ha": -668.74413,
  "elements": ["H", "N", "C", "C", "C", "C", "N", "C", "O", "C", "C", "C", "C", "C", "C", "N", "H", "H", "H", "H", "H", "H", "H", "H", "H", "H", "H", "H", "H", "H", "H", "H"],
  "positions_angstrom": [[2.95022, -0.16428, 4.98857], [3.05848, -1.08031, 4.62896], [2.34186, -1.40168, 3.64766], [2.41450, -2.71896, 2.89744], [1.55879, -2.80523, 1.88076], [0.51968, -1.77680, 1.50373], [0.65824, -0.39663, 2.13629], [-0.15737, 0.57834, 1.60694], [-0.39115, 1.64214, 2.12712], [-0.89053, 0.18834, 0.32087], [-0.10013, 0.67653, -0.91661], [0.02771, 2.21619, -1.24028], [-0.71725, 0.07200, -2.20015], [-1.94790, 0.79925, -2.77543], [1.35299, -0.22504, 3.27823], [1.47424, 0.77212, 4.01859], [0.93098, 1.57805, 3.79594], [3.09443, -3.40447, 3.13976], [1.34792, -3.66364, 1.12489], [0.75481, -1.84515, 0.46236], [-0.40298, -2.06612, 1.86912], [-1.01397, -0.85578, 0.42077], [-1.87567, 0.70285, 0.25409], [0.82471, 0.12084, -0.70934], [0.34009, 2.40246, -2.28460], [-0.70677, 2.86435, -0.93959], [0.88694, 2.66615, -0.60709], [-0.10590, 0.04025, -3.05898], [-0.77295, -0.93289, -1.88752], [-2.25534, 0.13742, -3.55098], [-1.67972, 1.83910, -2.99580], [-2.80057, 0.76127, -2.01586]]
}


Entry 3:
{
  "formula": "C11H17NO2P",
  "method": "ωB97M-V with the def2-TZVPD basis set",
  "smiles": "C[C@]1(O)CC[P@](=O)(c2ccccc2)[C@H]1[NH3+]",
  "e_homo_ev": -12.51,
  "total_charge": 1,
  "multiplicity": 1,
  "e_tot_ha": -975.65495,
  "elements": ["C", "C", "O", "C", "C", "P", "O", "C", "C", "C", "C", "C", "C", "C", "N", "H", "H", "H", "H", "H", "H", "H", "H", "H", "H", "H", "H", "H", "H", "H", "H", "H"],
  "positions_angstrom": [[1.71117, 0.23836, 2.67883], [0.53425, 0.88220, 1.77944], [-0.07396, 1.98550, 2.23409], [-0.56850, -0.24063, 1.52371], [-1.73279, 0.25743, 0.57569], [-0.83188, 0.62170, -0.92127], [-1.11775, 1.83565, -1.70307], [-0.68360, -0.85469, -1.91434], [-0.66975, -2.22907, -1.47087], [-0.73966, -3.12896, -2.49597], [-1.13391, -2.76404, -3.77041], [-1.24230, -1.42900, -4.22031], [-0.82719, -0.47994, -3.24148], [0.95359, 1.19103, 0.38346], [0.89384, 2.60197, 0.03645], [2.51429, -0.26031, 2.09881], [1.19043, -0.49005, 3.30791], [2.14638, 1.17573, 3.26269], [-0.32885, 1.97853, 3.13769], [-1.03215, -0.67843, 2.36551], [-0.04579, -1.17188, 1.03058], [-2.51091, -0.54392, 0.49821], [-2.26652, 1.01668, 1.00222], [-0.45149, -2.55970, -0.52384], [-0.58305, -4.18356, -2.11633], [-1.25342, -3.47570, -4.53999], [-1.37294, -1.00179, -5.26090], [-0.83587, 0.59827, -3.48904], [1.95220, 0.79000, -0.14304], [1.82907, 2.96789, -0.23491], [0.54024, 3.18250, 0.77758], [0.23133, 2.70248, -0.77366]]
}


Entry 4:
{
  "formula": "C11H17NSSi",
  "method": "ωB97M-V with the def2-TZVPD basis set",
  "e_homo_ev": [-3.93, -8.46],
  "s2": 2.01,
  "multiplicity": 3,
  "e_tot_ha": -1171.56600,
  "elements": ["C", "C", "C", "C", "C", "C", "C", "C", "C", "C", "C", "N", "Si", "S", "H", "H", "H", "H", "H", "H", "H", "H", "H", "H", "H", "H", "H", "H", "H", "H", "H"],
  "positions_angstrom": [[-3.35157, 0.72888, 1.59682], [-3.21804, -0.18158, -0.59454], [-2.13962, 1.37746, 1.40366], [-1.96401, 0.35094, -0.73400], [-3.87203, -0.01857, 0.57407], [-1.39995, 1.03545, 0.26809], [1.24754, -1.71747, -2.08536], [1.15389, -0.45940, -1.61992], [3.72967, -1.31806, 0.65566], [3.66259, 1.73496, -0.09354], [0.91631, -0.01597, -0.19203], [-5.11923, -0.57770, 0.76881], [2.66940, 0.26706, 0.74060], [0.24912, 1.66585, -0.03050], [-3.93421, 0.95493, 2.46727], [-3.85535, -0.68156, -1.33651], [-1.54585, 1.95501, 2.14795], [-1.40310, 0.10378, -1.71970], [1.28585, -1.96767, -3.11978], [1.09755, -2.60197, -1.55120], [1.12474, 0.19179, -2.37880], [4.78717, -1.31622, 0.76033], [3.33687, -2.00727, 1.49705], [3.55472, -1.79002, -0.35826], [3.03661, 2.38919, -0.78612], [4.21372, 2.27280, 0.76268], [4.35192, 1.29352, -0.85292], [0.18337, -0.68018, 0.09345], [-5.50424, -0.59349, 1.65325], [-5.46424, -1.11825, 0.02218], [2.17038, 0.72378, 2.04129]]
}


Entry 5:
{
  "formula": "C11H17OPS",
  "method": "ωB97M-V with the def2-TZVPD basis set",
  "smiles": "CO[P@@](=S)(c1ccccc1)C(C)(C)C",
  "e_homo_ev": -8.62,
  "multiplicity": 1,
  "e_tot_ha": -1244.10488,
  "elements": ["C", "O", "P", "S", "C", "C", "C", "C", "C", "C", "C", "C", "C", "C", "H", "H", "H", "H", "H", "H", "H", "H", "H", "H", "H", "H", "H", "H", "H", "H", "H"],
  "positions_angstrom": [[2.56342, 1.64153, 1.59178], [1.47567, 0.74232, 1.34544], [0.39320, 1.08471, 0.16234], [0.00696, 2.99669, 0.01709], [0.74202, 0.15461, -1.38460], [-0.11373, 0.41546, -2.43934], [0.02181, -0.18461, -3.67851], [0.87853, -1.29044, -3.77484], [1.67728, -1.60172, -2.65822], [1.64758, -0.89686, -1.52542], [-1.03793, 0.12477, 0.90722], [-0.58962, -1.32729, 1.20023], [-1.54371, 0.79771, 2.19500], [-2.25876, 0.03164, -0.10593], [2.94851, 2.28838, 0.80020], [3.26637, 0.93920, 2.19944], [2.38080, 2.40718, 2.44554], [-0.76144, 1.33371, -2.24330], [-0.73081, 0.00944, -4.44680], [0.96000, -1.72552, -4.74594], [2.26597, -2.59834, -2.77454], [2.41653, -0.91090, -0.74289], [-1.11598, -1.68974, 2.07935], [-0.80332, -1.83022, 0.29278], [0.44058, -1.30910, 1.35011], [-1.78040, 1.77699, 1.93673], [-0.66858, 0.89036, 2.78476], [-2.26107, 0.18081, 2.74490], [-2.56607, 1.02401, -0.36621], [-2.12292, -0.47323, -1.00342], [-3.01676, -0.51159, 0.65482]]
}


Entry 6:
{
  "formula": "C11H18",
  "method": "ωB97M-V with the def2-TZVPD basis set",
  "smiles": "CCc1ccccc1.CCC",
  "e_homo_ev": -9.04,
  "multiplicity": 1,
  "e_tot_ha": -429.91116,
  "elements": ["C", "C", "C", "C", "C", "C", "C", "C", "H", "H", "H", "H", "H", "H", "H", "H", "H", "H", "C", "C", "C", "H", "H", "H", "H", "H", "H", "H", "H"],
  "positions_angstrom": [[-1.58255, -1.19067, -3.15611], [-0.78252, -0.37344, -2.12747], [-0.06111, -1.25574, -1.12045], [1.27920, -1.05299, -0.87284], [1.93241, -1.70541, 0.19110], [1.25367, -2.62719, 0.94887], [-0.09732, -2.85978, 0.66686], [-0.76484, -2.17556, -0.32450], [-2.57984, -1.49024, -2.81293], [-1.03164, -2.11243, -3.33042], [-1.79982, -0.66233, -4.08522], [-0.04667, 0.21764, -2.66752], [-1.42064, 0.25464, -1.50737], [1.93640, -0.51180, -1.54546], [2.92800, -1.32546, 0.37462], [1.72972, -3.24108, 1.69479], [-0.62170, -3.63277, 1.21059], [-1.80578, -2.34354, -0.56870], [0.71905, 1.39402, 1.76086], [0.60011, 2.91028, 2.01116], [-0.76319, 3.44994, 1.50472], [1.24688, 0.76933, 2.48984], [1.28315, 1.23792, 0.84484], [-0.28400, 0.97039, 1.75312], [0.75914, 3.15872, 3.05986], [1.35186, 3.44943, 1.44450], [-1.33287, 3.85622, 2.34436], [-0.67678, 4.23480, 0.75532], [-1.36830, 2.65709, 1.06357]]
}


Entry 7:
{
  "formula": "C11H18",
  "method": "ωB97M-V with the def2-TZVPD basis set",
  "smiles": "CCc1ccccc1.CCC",
  "e_homo_ev": -8.95,
  "multiplicity": 1,
  "e_tot_ha": -429.85414,
  "elements": ["C", "C", "C", "C", "C", "C", "C", "C", "H", "H", "H", "H", "H", "H", "H", "H", "H", "H", "C", "C", "C", "H", "H", "H", "H", "H", "H", "H", "H"],
  "positions_angstrom": [[-1.98406, -1.84082, 2.98835], [-1.09559, -2.79446, 2.19469], [-0.28402, -1.90108, 1.26803], [-0.99541, -1.15914, 0.35161], [-0.46188, -0.27128, -0.56769], [0.92266, -0.07179, -0.37935], [1.66080, -0.85256, 0.48008], [1.12002, -1.89010, 1.27959], [-1.83878, -1.75206, 4.06461], [-3.06900, -2.03898, 3.01630], [-1.97601, -0.85668, 2.52267], [-0.48016, -3.30449, 3.01122], [-1.43189, -3.68596, 1.63609], [-2.06506, -1.25011, 0.30883], [-0.84102, 0.35599, -1.34112], [1.48682, 0.71844, -0.87176], [2.75604, -0.98718, 0.47156], [1.64036, -2.65863, 1.86657], [1.51854, 3.44522, -1.74033], [0.09721, 3.63279, -2.20444], [-0.24170, 2.27297, -3.02920], [2.13768, 4.32558, -1.80990], [2.06495, 2.72018, -2.33461], [1.70774, 3.01051, -0.77447], [-0.63407, 4.02295, -1.54299], [0.10366, 4.44717, -2.96927], [-0.19901, 1.36510, -2.38020], [-1.20776, 2.16280, -3.50097], [0.63565, 2.28612, -3.70210]]
}


Entry 8:
{
  "formula": "C11H18",
  "method": "ωB97M-V with the def2-TZVPD basis set",
  "smiles": "Cc1ccccc1.CC(C)C",
  "e_homo_ev": -9.06,
  "multiplicity": 1,
  "e_tot_ha": -429.91323,
  "elements": ["C", "C", "C", "C", "C", "C", "C", "H", "H", "H", "H", "H", "H", "H", "H", "C", "C", "C", "C", "H", "H", "H", "H", "H", "H", "H", "H", "H", "H"],
  "positions_angstrom": [[-1.56087, 1.60722, 0.56340], [-0.24175, 1.84191, -0.10353], [0.96433, 1.74401, 0.57201], [2.17239, 1.85241, -0.12090], [2.15717, 2.29885, -1.43729], [0.95817, 2.42449, -2.12144], [-0.23231, 2.10610, -1.47508], [-2.34702, 1.31083, -0.13065], [-1.90433, 2.52715, 1.04408], [-1.58825, 0.93777, 1.42221], [1.04270, 1.84982, 1.64809], [3.15265, 1.61823, 0.26368], [3.08851, 2.48343, -1.95493], [0.86509, 2.80242, -3.13377], [-1.16116, 2.01922, -2.02810], [-1.31485, -2.60009, 1.47088], [-0.41728, -1.68642, 0.60389], [1.03668, -2.06865, 0.85725], [-0.82707, -1.85026, -0.88491], [-1.59712, -3.50526, 0.94728], [-2.23992, -2.04892, 1.66895], [-0.89599, -2.80497, 2.45904], [-0.59240, -0.64289, 0.83203], [1.29920, -3.04519, 0.42791], [1.72926, -1.35124, 0.41191], [1.25731, -2.16932, 1.92494], [-1.53471, -1.04560, -1.09806], [0.02223, -1.78226, -1.56286], [-1.29067, -2.82277, -1.06601]]
}